91
Properties=species:S:1:pos:R:3:forces:R:3 method="wB97M-V/def2-TZVPD" mol_weight_da=1139.7 charge=0
Bi -0.26996 -0.14107 0.78557 -0.1242 0.1614 -0.2218
S -0.62126 0.31588 3.28178 -0.0863 0.0125 0.0799
C -2.35550 0.53951 3.44236 -0.0382 0.0492 0.0019
C -2.82029 1.00244 4.67672 0.0842 0.0019 -0.0169
C -4.15896 1.27996 4.89369 -0.0288 0.0660 0.3361
C -4.58697 1.74821 6.19117 0.0653 -0.0881 -0.2275
N -4.91247 2.10965 7.23244 0.0273 0.0029 -0.0424
C -5.07419 1.09884 3.85140 -0.3406 0.1197 -0.0330
C -4.62679 0.62168 2.63294 -0.0143 -0.0685 -0.0845
C -3.28364 0.31066 2.40952 0.0182 0.0105 0.0509
S -2.86846 -0.37712 0.85062 0.0995 -0.0020 -0.0440
C -6.47180 1.42260 4.02018 0.2680 -0.0711 0.0420
N -7.58266 1.68586 4.15182 0.0261 -0.0219 -0.0406
H -2.11471 1.15418 5.48384 -0.0167 0.0086 -0.0380
H -5.33905 0.47605 1.83198 0.0078 0.0003 0.0003
N 3.61634 9.53067 3.14414 -0.0052 -0.0510 -0.0154
C 3.24064 8.48690 2.84420 -0.1084 -0.2189 -0.0699
C 2.76512 7.17404 2.46240 0.0879 0.2278 0.0928
C 3.09282 6.65623 1.21349 0.0312 0.0001 -0.0648
C 2.64158 5.39785 0.85328 0.0271 0.0168 -0.0003
C 1.86444 4.65105 1.73020 -0.0534 -0.0768 -0.0184
C 1.53938 5.17314 2.97709 -0.0246 0.0344 0.0217
C 1.98666 6.43143 3.34568 -0.0248 -0.0191 0.0379
C 1.38544 3.28471 1.35204 0.0352 -0.0089 0.0027
C 0.20457 3.22401 0.59358 -0.1360 -0.1247 0.0229
C -0.43842 4.34350 0.01740 -0.0275 -0.0100 -0.0064
C -1.52948 3.87716 -0.69088 -0.0292 -0.0386 -0.0101
C -1.54736 2.48648 -0.51136 -0.1036 0.0155 0.0415
N -0.52432 2.07752 0.24275 0.2433 0.2330 0.1942
C 2.16481 2.22595 1.78308 -0.0247 -0.0274 -0.0998
C 3.36579 2.28651 2.55146 0.0530 -0.0492 0.0328
C 3.80093 0.99387 2.70404 -0.0025 0.0198 -0.0220
C 2.85615 0.18249 2.01870 -0.0630 -0.0074 -0.0613
N 1.89446 0.90138 1.46736 0.1423 0.0231 0.1219
H 3.69869 7.24036 0.53419 0.0006 -0.0080 -0.0020
H 2.89559 4.98583 -0.11522 0.0293 0.0457 0.0545
H 0.93236 4.58789 3.65672 0.0080 0.0153 -0.0066
H 1.73489 6.84329 4.31363 -0.0005 -0.0173 -0.0054
H -0.11530 5.36808 0.12126 -0.0139 -0.0381 -0.0004
H -2.25191 4.45188 -1.25028 0.0514 -0.0325 0.0333
H -2.27089 1.77783 -0.88686 0.0563 -0.0032 0.0213
H 3.82522 3.18582 2.93296 -0.0103 -0.0351 -0.0109
H 4.67476 0.64759 3.23388 -0.0329 0.0116 -0.0136
H 2.86875 -0.89901 1.91904 -0.0036 0.0843 0.0321
O 6.07222 -2.58984 0.50611 -0.0566 0.0817 -0.0293
C 4.91383 -2.16223 -0.04588 0.1751 -0.0750 0.0755
C 4.79584 -0.96161 -0.73692 0.0075 0.0578 -0.0480
C 3.56187 -0.63009 -1.25769 -0.1013 -0.0227 0.0059
N 2.46922 -1.39455 -1.13443 0.1327 0.0676 -0.0347
C 2.62268 -2.51966 -0.47065 -0.0342 0.0256 0.0407
Br 1.05977 -3.58294 -0.24226 0.0675 -0.0401 0.1024
C 3.79943 -2.97221 0.09985 -0.0966 -0.0571 -0.0107
H 6.76403 -1.93233 0.37012 -0.0069 -0.0214 0.0001
H 5.64228 -0.29597 -0.85656 -0.0249 -0.0103 -0.0078
H 3.43079 0.30210 -1.79495 -0.0258 0.0234 -0.0147
H 3.85661 -3.90462 0.64188 -0.0084 0.0136 -0.0189
O -0.55539 -0.04119 -1.71885 -0.3169 -0.2346 -0.0837
As -0.18191 -0.06236 -3.32912 0.0969 0.1557 0.2139
C 0.22505 -1.84673 -3.88263 -0.0401 -0.1602 0.1265
C -0.50820 -2.82812 -3.21899 0.0527 -0.0212 -0.1289
C -0.30816 -4.16548 -3.52850 -0.0058 0.0056 -0.0563
C 0.63388 -4.52289 -4.48238 -0.0176 0.0158 0.0079
C 1.37572 -3.54426 -5.13105 -0.0049 0.0145 0.0193
C 1.17157 -2.20400 -4.83613 -0.0478 -0.0087 -0.0308
C 1.21380 1.22161 -3.59108 0.1742 0.0490 0.1122
C 1.34302 2.13207 -2.54195 0.1167 -0.0490 -0.0619
C 2.30914 3.12585 -2.61323 0.0665 -0.0266 -0.0628
C 3.15109 3.20089 -3.71492 -0.0131 -0.0086 0.0159
C 3.01597 2.29615 -4.76076 -0.0079 -0.0113 0.0074
C 2.04145 1.30910 -4.70627 -0.0750 0.1152 -0.0169
C -1.68795 0.56201 -4.33130 -0.0964 -0.0269 -0.0080
C -2.70487 -0.32424 -4.67597 0.0229 0.1157 -0.0624
C -3.87225 0.16274 -5.24505 0.0084 0.0171 -0.0117
C -4.02083 1.52632 -5.46453 0.0123 -0.0061 -0.0066
C -3.00391 2.40781 -5.12268 0.0105 -0.0248 -0.0140
C -1.83294 1.92834 -4.55231 -0.0772 -0.0611 -0.0309
H -1.21011 -2.54411 -2.44435 -0.0060 0.0111 0.0022
H -0.87804 -4.92734 -3.01171 0.0191 0.0095 -0.0104
H 0.79709 -5.56703 -4.71695 -0.0034 0.0124 0.0034
H 2.11880 -3.82310 -5.86700 -0.0123 -0.0029 0.0057
H 1.75967 -1.45860 -5.35191 0.0109 0.0377 0.0227
H 0.69909 2.04932 -1.67415 0.0741 0.0006 -0.1009
H 2.40460 3.83812 -1.80335 -0.0414 -0.0507 -0.0380
H 3.91104 3.97063 -3.76420 -0.0091 -0.0043 -0.0078
H 3.66500 2.36248 -5.62441 -0.0069 0.0050 0.0070
H 1.91902 0.64277 -5.54938 0.0068 -0.0390 0.0092
H -2.58921 -1.38733 -4.50625 0.0027 -0.0169 0.0191
H -4.66754 -0.52094 -5.51320 0.0140 0.0153 0.0022
H -4.93441 1.90360 -5.90586 0.0082 -0.0026 0.0071
H -3.12286 3.46956 -5.29764 -0.0007 -0.0195 0.0050
H -1.04275 2.61616 -4.27721 0.0084 0.0093 0.0200

=====

94
Properties=species:S:1:pos:R:3:forces:R:3 method="wB97M-V/def2-TZVPD" mol_weight_da=1046.1 charge=0
Pt 3.80748 0.12370 0.80280 0.5942 0.0299 -0.0935
C -5.35281 4.21074 1.30442 -0.0129 0.0192 -0.0135
C -4.01964 3.51921 1.36185 -0.0053 0.0058 -0.0122
C -3.83753 2.39696 2.15845 -0.0004 -0.0015 0.0374
C -2.61949 1.73104 2.17749 0.0116 -0.0033 0.0027
C -1.58513 2.18380 1.37894 0.0153 0.0306 0.0519
C -1.73607 3.31472 0.58724 -0.0065 -0.0010 0.0124
C -2.95021 3.97568 0.58724 0.0040 0.0045 -0.0015
S -0.03117 1.29945 1.42202 -0.0033 0.1082 0.0267
O 1.04989 2.31336 1.57449 -0.0366 0.0233 -0.0189
C -0.00885 0.81887 -0.32258 -0.0299 -0.0106 0.0344
C 0.99903 1.39561 -1.11544 -0.0003 0.0438 0.0244
C 1.10497 1.03938 -2.42803 0.0496 0.0354 -0.0019
C 0.21005 0.10430 -2.99870 -0.0034 -0.0073 0.0085
C 0.32842 -0.29767 -4.35309 0.0108 -0.0214 -0.0085
C -0.52107 -1.22383 -4.88222 0.0346 -0.0110 -0.0517
C -1.53416 -1.79592 -4.08134 -0.0255 -0.0231 0.0117
C -1.67667 -1.42695 -2.77590 0.0272 -0.0114 0.0095
C -0.80934 -0.46401 -2.19714 -0.0215 -0.0232 0.0078
C -0.90183 -0.09452 -0.82299 -0.0168 -0.0222 -0.0042
C -1.95856 -0.69303 0.04219 0.0073 -0.0473 0.0272
C -3.31672 -0.28499 -0.11315 -0.0028 -0.0438 -0.0811
C -3.69174 0.70652 -1.05489 0.0027 0.0368 0.0157
C -4.99341 1.09829 -1.17050 -0.0069 -0.0092 -0.0092
C -5.99089 0.51855 -0.35632 -0.0100 0.0003 0.0159
C -5.65690 -0.43410 0.56160 0.0117 -0.0141 0.0150
C -4.31254 -0.85762 0.71052 -0.0312 0.0077 0.0114
C -3.94117 -1.81769 1.68450 0.0005 0.0051 0.0145
C -2.63904 -2.19189 1.83562 -0.0018 0.0157 -0.0062
C -1.65442 -1.63020 0.99690 -0.0332 0.0469 -0.0474
S 0.05532 -2.11487 1.31714 0.1167 -0.0578 0.0531
O -0.00866 -3.05664 2.47317 0.0211 0.0164 -0.0386
C 0.34269 -3.09567 -0.14828 -0.0546 -0.0151 -0.0278
C 1.14310 -2.56717 -1.14325 -0.0168 0.0226 0.0091
C 1.42562 -3.32728 -2.27043 -0.0580 0.0053 -0.0664
C 0.91020 -4.60827 -2.40631 -0.0123 0.0039 0.0206
C 1.20849 -5.42991 -3.62884 -0.0137 -0.0270 -0.0519
C 0.10732 -5.12496 -1.38322 0.0130 -0.0134 -0.0294
C -0.17836 -4.37934 -0.25558 0.0116 -0.0138 0.0268
H -5.95465 3.98323 2.18407 0.0066 0.0057 -0.0152
H -5.91287 3.88297 0.42457 0.0064 -0.0033 0.0116
H -5.23718 5.29302 1.23517 0.0011 -0.0180 0.0036
H -4.65623 2.03548 2.77016 0.0098 0.0013 -0.0118
H -2.48146 0.84833 2.79259 -0.0036 0.0073 0.0026
H -0.90419 3.66808 -0.01136 -0.0037 0.0000 0.0011
H -3.07857 4.85879 -0.02757 -0.0052 0.0097 -0.0085
H 1.65654 2.12962 -0.66979 0.0036 -0.0962 -0.0403
H 1.89215 1.46362 -3.04132 -0.0306 -0.0153 0.0250
H 1.11682 0.13842 -4.95464 0.0003 0.0010 0.0066
H -0.41747 -1.52953 -5.91646 -0.0068 0.0139 0.0316
H -2.19834 -2.53768 -4.50708 0.0058 0.0047 0.0044
H -2.44438 -1.88220 -2.16420 -0.0173 -0.0065 0.0056
H -2.92837 1.16101 -1.67299 -0.0171 0.0005 -0.0018
H -5.26509 1.85922 -1.89110 0.0007 0.0058 0.0017
H -7.02094 0.83522 -0.46179 0.0051 -0.0038 0.0023
H -6.41472 -0.87938 1.19554 0.0017 -0.0023 -0.0027
H -4.71014 -2.24168 2.31982 0.0051 -0.0057 -0.0078
H -2.32545 -2.90469 2.58701 -0.0011 -0.0126 -0.0035
H 1.53455 -1.56008 -1.04777 0.0515 0.0117 0.0160
H 2.06254 -2.91334 -3.04319 0.0079 0.0101 -0.0181
H 1.82581 -4.87168 -4.33192 -0.0091 -0.0203 0.0055
H 0.28605 -5.71838 -4.13922 0.0403 0.0126 0.0239
H 1.73682 -6.34937 -3.36727 -0.0126 0.0138 -0.0019
H -0.29536 -6.12779 -1.47739 0.0060 0.0156 -0.0076
H -0.78197 -4.78450 0.54789 0.0093 0.0135 0.0060
O 4.67541 -1.82680 -2.59517 0.0261 -0.0127 -0.0124
C 4.35046 -1.41068 -1.50330 -0.1646 -0.0305 -0.0686
O 4.06818 -0.18278 -1.20062 0.0620 -0.0191 0.0974
C 4.12989 -2.39994 -0.36909 -0.0206 0.0419 0.0361
C 4.24635 -3.76272 -0.53770 0.0266 -0.0114 -0.0386
C 3.86717 -4.59808 0.49907 -0.0039 -0.0306 -0.0087
C 3.37772 -4.04283 1.67083 -0.0456 0.0298 0.0206
C 3.31682 -2.66751 1.78986 -0.0163 -0.0215 -0.0261
N 3.69577 -1.87182 0.78646 -0.0208 0.0719 -0.1014
H 4.59932 -4.12566 -1.49285 -0.0031 0.0004 0.0070
H 3.92927 -5.67257 0.38826 -0.0012 0.0008 0.0013
H 3.02557 -4.65551 2.48728 0.0049 -0.0076 0.0132
H 2.93901 -2.18553 2.68008 0.0153 0.0089 0.0132
O 5.36615 4.18050 0.09631 -0.0525 0.0073 -0.0306
S 4.05218 3.71742 0.41282 0.2132 -0.0531 -0.0077
O 3.03685 3.74147 -0.59196 0.0358 0.0459 0.0063
N 4.16093 2.17905 1.09652 -0.3368 -0.1570 -0.0346
C 3.84830 2.20393 2.36956 -0.4836 0.0009 0.3437
S 3.68838 0.66499 3.05533 -0.0220 -0.0210 0.0584
C 3.47619 3.50740 2.92916 0.1887 0.1090 -0.1626
C 3.07359 3.83748 4.20940 0.0289 0.0115 -0.0103
C 2.71870 5.15689 4.45399 -0.0126 0.0091 -0.0038
C 2.76125 6.11109 3.44050 -0.0104 0.0040 0.0181
C 3.16105 5.77585 2.15165 -0.0007 -0.0259 -0.0095
C 3.50848 4.46186 1.92854 -0.0029 0.0215 0.0000
H 3.02795 3.08474 4.98537 0.0018 0.0027 -0.0011
H 2.39449 5.44943 5.44380 0.0047 -0.0031 -0.0031
H 2.46953 7.13009 3.65781 0.0031 -0.0021 0.0010
H 3.18494 6.50991 1.35792 0.0043 0.0025 0.0017

=====

Number 1: orbital gap 0.2464 Ha, LUMO level -1.05 eV, HOMO energy -0.2849 hartree. Number 2: orbital gap 0.2816 Ha, LUMO level -0.56 eV, HOMO energy -0.3023 hartree.